# 1
A cluster of 11 separate species, C47H109Cl6NO22P2 in total at a distorted geometry. Source: the Open Molecules 2025 dataset; level of theory: ωB97M-V with the def2-TZVPD basis set.

Properties
- E_HOMO: -0.2993 hartree
- Orbital gap: 8.22 eV

```
! wB97M-V def2-TZVPD RIJCOSX def2/J DEFGRID3
* xyz 0 1
C -5.0546 2.5289 -5.4122
C -4.6936 1.7061 -4.1777
C -3.4423 2.2302 -3.4874
C -2.2455 2.3977 -4.5286
N -0.8385 2.2436 -3.9453
C 0.2862 2.6383 -4.9962
C 0.4333 4.1725 -4.9003
C -0.2693 4.5203 -3.5322
C -0.4782 3.2306 -2.7999
C -0.6123 0.7833 -3.4668
H -4.8916 3.6019 -5.3117
H -6.1072 2.4041 -5.6667
H -4.5451 2.2373 -6.3306
H -4.6228 0.6505 -4.4399
H -5.5339 1.6804 -3.4839
H -3.1844 1.5339 -2.6894
H -3.5819 3.1427 -2.9078
H -2.2847 3.4282 -4.8817
H -2.3229 1.5829 -5.2485
H 1.1453 2.0588 -4.6581
H -0.0518 2.2835 -5.9698
H 1.5119 4.2966 -4.8037
H 0.0556 4.6815 -5.7870
H 0.3822 5.1216 -2.8980
H -1.1137 5.1726 -3.7549
H 0.3661 2.7978 -2.2634
H -1.3512 3.2401 -2.1473
H -1.3857 0.4936 -2.7555
H 0.3564 0.8017 -2.9675
H -0.6483 0.1814 -4.3748
C 0.0846 -0.6875 0.8507
C -0.0075 0.8004 0.2870
O 1.0915 1.3398 0.1688
O -1.0672 1.3117 -0.1634
H -0.8820 -1.0096 1.2383
H 0.8624 -0.6125 1.6106
H 0.1885 -1.4830 0.1128
Cl 0.0331 -3.0123 6.8563
C 1.3831 -1.8166 7.0127
C 1.2508 -0.6773 5.9848
Cl 1.4006 -1.1271 4.2257
H 2.3373 -2.3419 6.9709
H 1.2775 -1.3709 8.0018
H 1.9946 0.0953 6.1793
H 0.3376 -0.0934 6.0995
Cl -0.6272 5.0248 3.2091
C -0.4446 3.3038 2.9610
C -0.1378 2.5660 4.2027
Cl 1.4336 3.0187 4.7964
H 0.3767 3.0763 2.2815
H -1.3161 2.8862 2.4567
H -0.2092 1.4839 4.0930
H -0.8737 2.7075 4.9941
Cl -3.2480 5.6336 -0.9696
C -3.0835 4.3135 0.2320
C -4.3935 3.5805 0.4953
Cl -5.5024 4.6072 1.4833
H -2.6031 4.7553 1.1050
H -2.3373 3.5832 -0.0810
H -4.2660 2.7301 1.1651
H -4.9162 3.2292 -0.3944
C 1.3432 -5.7606 -5.2788
O 0.5870 -5.2750 -4.1861
P 0.6065 -3.6649 -3.8930
O 0.7480 -2.8110 -5.1175
O -0.7303 -3.3975 -3.0134
C -0.9501 -4.0243 -1.7165
O 1.8717 -3.4664 -2.8346
C 2.2586 -2.2263 -2.3330
H 0.7592 -6.4440 -5.8953
H 2.2212 -6.3628 -5.0456
H 1.6510 -4.9883 -5.9837
H -0.2384 -4.8257 -1.5184
H -1.9565 -4.4388 -1.7759
H -1.0803 -3.4199 -0.8189
H 2.1419 -2.1409 -1.2526
H 1.7950 -1.3017 -2.6769
H 3.3228 -2.1725 -2.5622
C -6.1231 -0.6044 4.9109
O -5.0083 -0.1535 5.6478
P -3.5102 -0.0743 4.9949
O -2.3527 0.2130 5.9102
O -3.4291 -1.3914 4.1092
C -2.1671 -1.8339 3.6586
O -3.7447 1.1164 3.9502
C -4.1810 2.3430 4.3707
H -5.9381 -0.7502 3.8467
H -6.9485 0.1051 4.9705
H -6.4504 -1.5243 5.3955
H -1.5123 -0.9648 3.5954
H -2.1049 -2.3173 2.6836
H -1.9086 -2.6090 4.3800
H -4.1448 2.4553 5.4543
H -5.2182 2.5600 4.1157
H -3.6171 3.1427 3.8904
C 0.1592 -3.9962 2.0701
O 0.6099 -5.0178 1.1889
C 1.6237 -5.8590 1.7122
C 1.8425 -7.1252 0.9260
O 2.7721 -6.9708 -0.1676
C 2.5731 -6.0914 -1.2024
C 3.8349 -6.0363 -2.1920
O 4.2483 -7.2872 -2.7286
C 5.4035 -7.2144 -3.5842
H -0.4989 -3.3057 1.5426
H 1.0385 -3.4566 2.4219
H -0.3423 -4.3888 2.9547
H 1.3970 -6.1602 2.7349
H 2.5410 -5.2804 1.8209
H 0.9214 -7.5005 0.4801
H 2.2234 -7.9594 1.5151
H 2.4612 -5.0568 -0.8781
H 1.7159 -6.3953 -1.8031
H 4.6626 -5.6856 -1.5755
H 3.6384 -5.2775 -2.9494
H 6.0172 -6.3179 -3.4954
H 5.1027 -7.3255 -4.6259
H 6.0143 -8.0899 -3.3640
C 3.6475 4.9705 2.5604
O 3.9109 5.0616 1.1630
C 3.0562 4.3236 0.3160
C 1.6464 4.8203 0.2601
O 1.4056 5.9769 -0.5410
C 0.1348 6.6498 -0.3528
C 0.0287 7.8228 -1.2704
O -1.0801 8.5817 -0.9020
C -1.1620 9.7563 -1.7026
H 2.8005 5.5829 2.8698
H 4.5510 5.3498 3.0379
H 3.3982 3.9556 2.8701
H 3.1474 3.2475 0.4639
H 3.4692 4.4593 -0.6835
H 1.3020 4.9532 1.2856
H 1.0088 4.0384 -0.1523
H -0.0209 6.9911 0.6706
H -0.6734 5.9602 -0.5969
H 0.0486 7.5595 -2.3280
H 0.9539 8.3846 -1.1419
H -0.1842 10.2377 -1.6836
H -1.9202 10.3759 -1.2238
H -1.4775 9.5323 -2.7216
C 3.9861 0.6867 1.7893
O 5.1341 1.0646 2.5671
C 6.2438 1.3711 1.7616
C 7.4022 1.8340 2.5872
O 7.9949 0.7174 3.3108
C 9.0335 1.1578 4.2026
C 9.8735 0.0332 4.8551
O 9.1271 -0.7070 5.8012
C 8.9466 0.0366 7.0311
H 4.0829 -0.2902 1.3157
H 3.7476 1.3243 0.9380
H 3.1650 0.6148 2.5026
H 5.9790 2.1031 0.9986
H 6.6366 0.5146 1.2136
H 6.9923 2.5247 3.3241
H 8.0749 2.4079 1.9500
H 8.7024 1.8288 4.9952
H 9.7481 1.8304 3.7281
H 10.7910 0.4439 5.2766
H 10.2416 -0.6861 4.1237
H 9.8852 0.4098 7.4408
H 8.4618 -0.6333 7.7412
H 8.3024 0.8848 6.7994
C -6.8261 -6.0168 -5.4586
O -6.3925 -5.5452 -4.2300
C -7.3726 -5.6440 -3.1351
C -6.7437 -5.1258 -1.8326
O -6.1383 -3.7594 -1.8239
C -5.0203 -3.3857 -2.6169
C -4.5378 -1.9564 -2.2064
O -4.2513 -1.9420 -0.7998
C -3.5745 -0.8084 -0.2591
H -7.7612 -5.5590 -5.7810
H -6.9998 -7.0907 -5.3906
H -6.0559 -5.8027 -6.1996
H -7.6868 -6.6802 -3.0100
H -8.2148 -5.0235 -3.4414
H -6.0759 -5.8458 -1.3596
H -7.5526 -4.9903 -1.1147
H -5.2940 -3.3268 -3.6703
H -4.1146 -3.9919 -2.5982
H -5.3322 -1.2149 -2.2918
H -3.7515 -1.6550 -2.8985
H -3.9685 0.1602 -0.5667
H -2.4853 -0.8463 -0.2420
H -3.7596 -0.8628 0.8137
*
```

=====

# 2
A cluster of 8 separate species, C47H112N8O8 in total at a distorted geometry. Source: the Open Molecules 2025 dataset; level of theory: ωB97M-V with the def2-TZVPD basis set.

Properties
- SMILES: CC1(C)CCCC(C)(C)N1O.CC1(C)CCCC(C)(C)N1O.CC1(C)CCCC(C)(C)N1O.COC[C@H](C)N.COC[C@H](C)N.COC[C@H](C)N.COC[C@H](C)N.COC[C@H](C)N
- E_HOMO: -0.2852 hartree
- ΔE to the lowest compared entry with this formula, charge and spin: 292.3 kJ/mol
- Orbital gap: 8.08 eV

```
! wB97M-V def2-TZVPD RIJCOSX def2/J DEFGRID3
* xyz 0 1
C 12.3027 14.8153 22.2938
C 12.0198 14.7803 20.7950
C 13.0312 15.7240 20.0841
C 12.0355 13.3883 20.2077
C 11.6125 13.3466 18.7659
C 10.1833 13.8620 18.6260
C 9.9790 15.2329 19.2732
C 10.4311 16.4234 18.3700
C 8.4902 15.3909 19.4751
N 10.5488 15.2152 20.6301
O 10.3130 16.4931 21.1411
H 11.5737 14.3339 22.9586
H 13.2785 14.4800 22.5077
H 12.3825 15.8712 22.7052
H 13.1085 16.7060 20.5024
H 14.0473 15.2952 20.1554
H 12.9201 15.8665 18.9893
H 12.9976 12.9819 20.3648
H 11.3346 12.6908 20.7707
H 12.2389 13.9320 18.0726
H 11.6774 12.2880 18.3963
H 9.4441 13.1849 19.1859
H 9.8956 13.9157 17.6099
H 9.6886 16.6131 17.6406
H 11.2971 16.1463 17.7929
H 10.6491 17.3337 18.9630
H 7.9127 15.0943 18.6534
H 8.3267 16.4431 19.6293
H 8.1982 15.0253 20.4658
H 11.1027 16.9911 20.9169
C 15.7298 12.6759 19.8040
C 16.2595 12.1236 18.4092
C 17.3984 13.1223 17.9755
C 16.6894 10.6928 18.6941
C 16.8720 9.7503 17.4672
C 15.6024 9.8540 16.5520
C 15.3235 11.3342 16.2344
C 16.4401 11.8474 15.2113
C 13.9492 11.4165 15.4653
N 15.2137 12.0892 17.4874
O 14.5952 13.2990 17.2642
H 15.3349 13.7217 19.7719
H 14.9679 12.0629 20.2336
H 16.6081 12.5628 20.5124
H 18.0393 12.6188 17.2126
H 16.9440 14.0550 17.7982
H 18.0019 13.3327 18.8434
H 17.5159 10.5341 19.3653
H 15.8235 10.2506 19.2551
H 17.7133 10.0958 16.8903
H 17.0154 8.7338 17.7404
H 14.7430 9.4729 17.1005
H 15.6847 9.2384 15.6704
H 16.3967 12.8697 15.0536
H 16.3716 11.3834 14.2138
H 17.4451 11.6263 15.5865
H 13.7605 10.5021 14.9000
H 13.8467 12.2172 14.7235
H 13.0919 11.4189 16.1710
H 15.3098 13.8988 16.9936
C 20.7426 16.2808 14.9753
C 20.7648 17.6074 15.7712
C 20.1757 17.3448 17.1336
C 22.2443 17.9844 15.9606
C 22.3127 19.3218 16.7699
C 21.7275 20.3212 15.7780
C 20.2568 20.0918 15.3908
C 19.1438 20.5831 16.3323
C 20.0472 20.8408 14.0473
N 20.0685 18.6482 15.0205
O 18.7011 18.3681 14.9111
H 21.3167 15.5018 15.4492
H 19.7702 15.8712 14.7537
H 21.1903 16.6065 14.0994
H 19.2444 16.7174 17.0289
H 20.8939 16.7966 17.7041
H 19.8876 18.2711 17.6836
H 22.6737 17.2028 16.5643
H 22.7763 18.0754 15.0291
H 21.8432 19.3201 17.7595
H 23.3640 19.5053 16.8818
H 22.3234 20.3082 14.8274
H 21.8127 21.3674 16.0491
H 18.1089 20.4983 15.9654
H 19.2204 21.6271 16.6228
H 19.1325 19.8827 17.1690
H 20.9386 20.8166 13.3628
H 19.7976 21.8694 14.2780
H 19.1080 20.5099 13.5205
H 18.6016 17.8758 14.1126
C 11.1713 18.0505 24.9476
O 11.6583 18.3261 23.6531
C 12.6274 19.3827 23.4964
C 13.1480 19.1729 22.0531
C 14.0804 20.2907 21.6294
N 12.0385 19.0390 21.1114
H 10.6908 17.0869 24.9071
H 10.4787 18.7813 25.2718
H 12.0150 17.9661 25.7186
H 12.2681 20.4184 23.6188
H 13.4705 19.2563 24.2058
H 13.6540 18.1829 22.0994
H 14.7254 20.5491 22.4501
H 13.4953 21.1600 21.3972
H 14.6336 19.9808 20.6852
H 11.1960 19.0479 21.6744
H 11.9942 19.7988 20.4341
C 12.0113 16.7203 9.6780
O 12.5489 17.5163 10.6791
C 13.9357 17.3370 10.7526
C 14.4677 17.9829 12.0940
C 14.7495 19.4238 11.9257
N 15.7501 17.3208 12.5803
H 11.0431 17.1561 9.5327
H 11.8161 15.6491 9.9482
H 12.6299 16.8581 8.7518
H 14.2549 16.3211 10.8191
H 14.5439 17.8062 9.9816
H 13.7471 17.8952 12.8544
H 13.9121 19.8895 11.3893
H 15.7238 19.5884 11.3808
H 14.8058 19.8655 12.9251
H 16.5388 17.6378 11.9876
H 15.7121 16.3211 12.5644
C 17.8968 18.8432 20.9610
O 17.8863 18.8970 22.3362
C 16.8363 18.0170 22.7834
C 16.6975 18.0942 24.2958
C 15.7801 17.1102 24.9886
N 16.1964 19.4769 24.6278
H 17.3088 19.6232 20.4807
H 17.5777 17.8829 20.4712
H 18.8612 19.1386 20.5989
H 15.8878 18.2819 22.3122
H 17.0753 17.0237 22.5028
H 17.7162 17.9316 24.7236
H 15.9709 16.0593 24.6672
H 14.7287 17.3275 24.7264
H 15.8488 17.2071 26.0997
H 16.0144 19.6437 25.6226
H 16.8183 20.1825 24.3364
C 13.2293 19.5245 17.5300
O 14.4612 19.8151 16.9096
C 15.0236 18.7365 16.2180
C 15.3993 17.6341 17.2251
C 16.1023 18.1914 18.4395
N 16.1492 16.5831 16.6157
H 13.2792 18.9973 18.5051
H 12.5645 18.9277 16.8103
H 12.8143 20.5223 17.7004
H 14.3413 18.4221 15.4637
H 15.9323 19.1912 15.7486
H 14.4645 17.1925 17.5611
H 16.9686 18.8691 18.1366
H 16.4301 17.3045 19.0207
H 15.5037 18.8221 19.0869
H 15.8467 16.3142 15.6811
H 17.1497 16.7844 16.6641
C 11.4217 14.0829 15.0529
O 10.3355 14.8982 15.4026
C 9.1393 14.4412 14.7969
C 9.0012 14.5297 13.2592
C 9.0777 16.0491 12.9021
N 7.7892 13.9156 12.7587
H 11.8326 14.4353 14.0370
H 11.1463 12.9745 15.0242
H 12.3106 14.3508 15.6954
H 8.8915 13.4799 15.1606
H 8.2646 14.9918 15.1703
H 9.9195 14.0856 12.8046
H 8.2553 16.5756 13.3513
H 9.1195 16.2251 11.8166
H 9.9426 16.5252 13.3841
H 7.6282 13.0016 13.1286
H 6.9960 14.4362 13.1377
*
```

=====

Question: Among the records above, which one has the highest orbital gap?
Answer: C47H109Cl6NO22P2

=====

Question: What is the formula in the second record?
Answer: C47H112N8O8

=====

Question: Which of these has the lowest E_HOMO?
Answer: C47H109Cl6NO22P2

=====

Question: Which value of orbital gap does entry 2 give?
Answer: 8.08 eV